Entry 1:
{
  "formula": "C26H41F6N4O12PS3",
  "method": "ωB97M-V/def2-TZVPD",
  "symbols": ["S", "S", "S", "P", "F", "F", "F", "F", "F", "F", "O", "O", "O", "O", "O", "O", "O", "O", "O", "O", "O", "O", "N", "N", "N", "N", "C", "C", "C", "C", "C", "C", "C", "C", "C", "C", "C", "C", "C", "C", "C", "C", "C", "C", "C", "C", "C", "C", "C", "C", "C", "C", "H", "H", "H", "H", "H", "H", "H", "H", "H", "H", "H", "H", "H", "H", "H", "H", "H", "H", "H", "H", "H", "H", "H", "H", "H", "H", "H", "H", "H", "H", "H", "H", "H", "H", "H", "H", "H", "H", "H", "H", "H"],
  "coordinates": [[3.43863, -5.94333, -1.34615], [5.41693, -5.11440, 0.30873], [1.35266, 0.06208, 4.30018], [2.01286, 1.35987, 3.07603], [7.47348, -4.20167, -1.07545], [4.36636, -7.62899, -3.14837], [7.73174, -6.20721, -0.32106], [4.15498, -5.60343, -3.86363], [7.86296, -4.52417, 1.02615], [2.40313, -6.83550, -3.57407], [5.30363, -6.01553, 1.41485], [4.41279, 1.74081, -0.98941], [-5.14624, 5.35327, -1.28220], [2.62753, -4.75923, -1.44034], [2.17944, 2.80695, 3.72683], [-3.56513, 4.03501, 0.46635], [-0.71556, -0.65792, 0.32660], [5.21768, 3.42804, 0.23288], [3.46565, 0.93327, 2.55482], [2.87464, -7.04591, -0.62784], [-0.92209, 2.76708, 2.63310], [5.01098, -3.75626, 0.55121], [2.49362, 2.38422, 0.19382], [4.98344, -5.68116, -1.09812], [0.93229, 1.56177, 1.73418], [1.22335, 0.61119, -0.49355], [3.21094, 2.46798, -1.06001], [1.55816, 1.51309, 0.46373], [-2.44660, -4.70260, 1.30957], [-4.00079, -0.66861, -1.28716], [6.70450, 1.67613, -0.38810], [7.22011, -5.01065, -0.03766], [-5.64068, 5.25280, 0.01429], [-1.95356, -1.13869, -0.10195], [5.40588, 2.38994, -0.34884], [2.57498, -1.16731, 0.54244], [-5.33891, 4.17533, -2.04723], [-2.78601, -0.27569, -0.77926], [-4.38150, -1.97748, -1.13967], [-5.62131, 4.48760, -3.48813], [-1.57691, -3.51708, 0.88419], [-2.56472, 4.05764, 1.44097], [-4.89391, 0.30906, -1.99378], [-0.21359, 0.29062, -0.58856], [-2.15878, 2.67476, 1.92932], [0.17170, 2.89086, 1.82313], [-4.87669, 4.27865, 0.93141], [-2.35952, -2.47260, 0.10301], [-3.56396, -2.84487, -0.45433], [3.60328, -6.53702, -3.07897], [-0.95373, -2.97215, 2.15958], [2.15431, -0.51691, -0.51302], [-4.91347, 4.67443, 1.94295], [-0.76056, 1.22250, -0.49504], [2.25403, -0.99879, 1.54794], [-2.86878, -5.24185, 0.47382], [2.54704, -0.76857, -1.48041], [-3.28218, -4.31890, 1.89097], [-3.91290, -3.85221, -0.36276], [2.92994, 2.78570, 4.33433], [3.30351, -1.94130, 0.38052], [-6.38591, 5.24231, -3.61061], [-2.10355, 1.96490, 1.10912], [-5.32488, -2.30083, -1.53633], [7.26061, 1.94454, -1.27459], [-0.35793, -0.11172, -1.58533], [-0.75071, -3.76575, 2.86180], [-1.85997, -5.34930, 1.94138], [2.76022, 3.07283, 0.88285], [0.80404, 3.69211, 2.19152], [3.95937, 1.71375, 2.25607], [-6.00850, 3.58042, -3.94135], [-0.82419, -3.93201, 0.21670], [-4.46618, 3.53286, -1.96809], [6.55079, 0.60660, -0.36148], [-0.10143, 3.15972, 0.80682], [-2.87474, 2.30830, 2.64924], [-0.06305, -2.45788, 1.91906], [-2.80780, 4.66797, 2.30742], [-1.62254, -2.23130, 2.58654], [-4.53634, 0.55139, -2.98483], [-1.69606, 4.52593, 0.98153], [3.36596, 3.50958, -1.29214], [2.63933, 2.04382, -1.86607], [7.26033, 1.97887, 0.48360], [-2.52172, 0.75654, -0.94003], [-5.40676, 3.32772, 0.96029], [-5.89604, -0.09255, -2.03778], [-4.73323, 4.74753, -4.04675], [-6.69287, 4.97062, 0.03991], [-5.58651, 6.24018, 0.45595], [-6.17592, 3.61162, -1.63804], [-4.96290, 1.19856, -1.37924]]
}


Entry 2:
{
  "formula": "C12H14N4O7RuS2",
  "method": "ωB97M-V/def2-TZVPD",
  "symbols": ["Ru", "S", "S", "O", "O", "O", "O", "O", "O", "O", "N", "N", "N", "N", "C", "C", "C", "C", "C", "C", "C", "C", "C", "C", "C", "C", "H", "H", "H", "H", "H", "H", "H", "H", "H", "H", "H", "H", "H", "H"],
  "coordinates": [[-0.38180, -0.82671, -0.02652], [-0.23917, -3.05360, 0.00676], [-2.58335, -1.13910, 0.06049], [-1.08371, 0.85676, -2.08764], [1.32087, 0.82576, -0.69808], [2.64202, -1.69161, -0.50874], [2.34772, 2.76441, -0.24295], [1.28226, -1.40773, -2.23649], [-0.28441, 0.08848, 3.89835], [-0.20490, -0.91830, 1.91061], [4.27756, 0.21810, -1.29583], [-1.87524, -5.98125, 1.59634], [-0.87684, 1.42483, 0.76645], [-5.06899, -3.29773, 1.78871], [-2.75966, -2.68043, 0.78327], [2.34642, -1.19228, -1.70799], [-1.70878, -3.54035, 0.73704], [-1.81272, -4.89587, 1.22050], [0.35387, 2.21889, 0.93321], [-4.03846, -3.04301, 1.34428], [-1.44513, 1.10932, 2.07483], [3.44890, -0.37500, -2.34318], [-0.57927, 0.04483, 2.71951], [1.43866, 1.94634, -0.09768], [-1.83534, 2.08496, -0.11750], [-1.37654, 2.14609, -1.56341], [3.73240, 0.95066, -0.83774], [-2.77214, 1.53198, -0.05917], [-2.18842, 2.57194, -2.15526], [-0.11599, 0.77348, -2.04584], [0.13968, 3.29071, 0.96891], [3.48324, -1.26985, -0.24265], [4.04346, -1.06200, -2.94977], [-2.02785, 3.11445, 0.22172], [5.10041, 0.65726, -1.68327], [-2.43454, 0.67583, 1.93254], [0.80102, 1.94415, 1.89104], [-1.52714, 1.98600, 2.72243], [2.97144, 0.34587, -3.00683], [-0.50951, 2.80376, -1.67046]],
  "s_squared": 0.76,
  "spin_multiplicity": 2,
  "de_lowest_ev": 1.016,
  "charge": -1
}


Number 1: calculated total energy -116253.367 eV. Number 2: calculated total energy -57219.731 eV.